[1]
Formula: C53H61AgF3IN2O4P2Sb
Source: the OMol25 dataset
Level of theory: ωB97M-V/def2-TZVPD

Summary:
* charge: -1
* highest occupied orbital energy: -3.9 eV

Each line ends with the Löwdin charge.
Positions of all 128 atoms, in Å:
Ag1 0.06273 -0.16282 1.06528  0.54
C1 -0.30551 -5.46698 0.57565  -0.11
C2 -0.01772 -4.04936 0.07423  -0.54
C3 -0.39738 -3.89733 -1.39453  -0.13
P1 -0.66521 -2.59417 1.05767  1.04
C4 -0.74926 -3.27027 2.77994  -0.55
C5 0.64954 -3.56175 3.31879  -0.12
C6 -1.46623 -2.27361 3.68813  -0.11
C7 -2.43225 -2.38013 0.67725  -0.31
C8 -3.26186 -3.49054 0.48894  -0.08
C9 -4.63611 -3.41698 0.37191  -0.30
C10 -5.48697 -4.64072 0.16614  -0.07
C11 -5.20014 -2.14302 0.48730  -0.06
C12 -4.42754 -1.02511 0.67914  -0.05
C13 -3.00407 -1.07124 0.75366  -0.35
N1 -2.24921 0.05440 0.84423  -0.04
C14 -2.79608 1.21823 1.36958  -0.33
C15 -3.46038 1.17689 2.60990  -0.04
C16 -3.96000 2.30654 3.22164  -0.05
C17 -3.82431 3.55662 2.62884  -0.30
C18 -4.36326 4.80601 3.27443  -0.07
C19 -3.16804 3.61219 1.40840  -0.07
C20 -2.64890 2.49328 0.75495  -0.29
P2 -1.76227 2.63176 -0.85103  1.09
C21 -3.16134 2.56467 -2.08072  -0.57
C22 -2.58684 2.71525 -3.48963  -0.13
C23 -3.94318 1.26615 -1.92896  -0.12
C24 -1.27876 4.44354 -1.05628  -0.56
C25 -0.31899 4.89658 0.04654  -0.13
C26 -2.33170 5.52004 -1.34054  -0.12
H1 0.08144 -6.18887 -0.14953  0.08
H2 -1.36689 -5.67252 0.70085  0.06
H3 0.17912 -5.66855 1.53008  0.06
H4 1.06731 -3.90102 0.13866  0.09
H5 -1.45917 -4.09071 -1.55523  0.07
H6 0.17959 -4.59104 -2.01112  0.08
H7 -0.19174 -2.88795 -1.74865  0.03
H8 -1.33986 -4.19298 2.73259  0.10
H9 1.17921 -2.62182 3.46125  0.04
H10 1.24360 -4.18988 2.65221  0.06
H11 0.58415 -4.06912 4.28479  0.08
H12 -0.92864 -1.32271 3.71023  0.06
H13 -1.50007 -2.66285 4.70932  0.08
H14 -2.48912 -2.09423 3.35397  0.06
H15 -2.81064 -4.47365 0.44673  0.08
H16 -4.86541 -5.52751 0.03409  0.07
H17 -6.12189 -4.54754 -0.71851  0.07
H18 -6.14610 -4.82434 1.01906  0.07
H19 -6.27873 -2.02943 0.42128  0.11
H20 -4.91402 -0.06386 0.76720  0.10
H21 -3.55585 0.21473 3.09851  0.11
H22 -4.45261 2.21874 4.18480  0.10
H23 -4.76094 4.58999 4.26680  0.07
H24 -5.16936 5.24920 2.68417  0.07
H25 -3.58635 5.56559 3.38651  0.07
H26 -3.06660 4.58299 0.94379  0.08
H27 -3.84753 3.39264 -1.87673  0.09
H28 -1.74853 2.03312 -3.64425  0.06
H29 -2.22974 3.72834 -3.68512  0.06
H30 -3.34570 2.47824 -4.24015  0.07
H31 -3.28194 0.40548 -1.84009  0.05
H32 -4.60155 1.11268 -2.78882  0.08
H33 -4.55590 1.28581 -1.03054  0.06
H34 -0.68009 4.36752 -1.97290  0.08
H35 -0.77093 4.81889 1.03479  0.07
H36 -0.02806 5.93955 -0.11207  0.07
H37 0.58021 4.28337 0.06131  0.04
H38 -2.88354 5.82143 -0.45074  0.06
H39 -3.05881 5.21193 -2.09003  0.05
H40 -1.83006 6.41505 -1.72105  0.08
I1 7.79731 -3.45805 3.17478  0.80
C27 6.02320 -2.36962 3.41436  -0.74
C28 4.96231 -2.60856 2.55482  -0.16
C29 3.79746 -1.87004 2.70206  -0.03
C30 3.67682 -0.92317 3.71250  -0.12
C31 4.75332 -0.70500 4.56306  -0.03
C32 5.93509 -1.41865 4.41879  -0.16
C33 2.38435 -0.11251 3.87494  -0.65
O1 2.34929 0.70292 4.81080  -0.02
O2 1.48688 -0.37669 3.03231  -0.12
H41 5.03985 -3.35920 1.78112  0.08
H42 2.96215 -2.01769 2.02990  0.10
H43 4.63867 0.03246 5.34680  0.11
H44 6.77110 -1.24386 5.08280  0.09
N2 3.66638 3.07332 3.25164  0.02
C34 2.28196 2.97758 2.80691  -0.15
C35 2.18153 2.12669 1.56526  -0.54
O3 1.14634 1.99792 0.95050  -0.06
O4 3.29916 1.50113 1.21700  0.10
H45 4.09479 3.95055 2.98641  0.08
H46 3.95878 1.75494 1.90468  0.10
H47 3.74245 2.94725 4.25143  0.08
H48 1.77941 3.93042 2.61931  0.13
H49 1.70390 2.43490 3.55698  0.12
F1 -1.86977 -0.89938 -7.11436  0.04
C36 -1.17305 -0.71020 -5.96922  -0.28
C37 0.10857 -0.20265 -6.05101  -0.01
C38 0.81760 -0.00617 -4.87424  -0.11
C39 0.25860 -0.31361 -3.63643  -0.39
C40 -1.04260 -0.80997 -3.60214  -0.14
C41 -1.77031 -1.02013 -4.76635  -0.01
Sb1 1.27125 -0.00963 -1.76208  1.52
C42 2.55276 1.55959 -2.46714  -0.37
C43 3.71458 1.36186 -3.20673  -0.12
C44 4.48712 2.43764 -3.62683  -0.01
C45 4.07718 3.71175 -3.29127  -0.29
F2 4.82702 4.76458 -3.69750  0.04
C46 2.93749 3.95248 -2.55133  -0.01
C47 2.18409 2.86246 -2.13805  -0.12
C48 2.73598 -1.56294 -2.05237  -0.39
C49 2.60247 -2.56572 -3.00774  -0.12
C50 3.55378 -3.57144 -3.13446  -0.01
C51 4.65132 -3.54277 -2.30061  -0.29
F3 5.59289 -4.50728 -2.42877  0.04
C52 4.82832 -2.56362 -1.34289  -0.01
C53 3.85414 -1.58303 -1.21718  -0.12
H50 0.53186 0.03591 -7.01728  0.11
H51 1.81973 0.40204 -4.93339  0.09
H52 -1.51652 -1.02755 -2.65205  0.09
H53 -2.78268 -1.39959 -4.74283  0.12
H54 4.03754 0.35746 -3.45598  0.10
H55 5.39371 2.29779 -4.19973  0.11
H56 2.65741 4.96727 -2.30180  0.12
H57 1.29656 3.02827 -1.53741  0.05
H58 1.75050 -2.56722 -3.67753  0.09
H59 3.45791 -4.35716 -3.87162  0.11
H60 5.70952 -2.57839 -0.71577  0.11
H61 3.97551 -0.82046 -0.45337  0.10

---

[2]
Formula: C53H62Cl2N3O2
Source: the OMol25 dataset
Level of theory: ωB97M-V/def2-TZVPD

Summary:
* charge: +1
* highest occupied orbital energy: -9.6 eV

Each line ends with the Löwdin charge.
Positions of all 122 atoms, in Å:
Cl1 5.64179 1.88867 4.71294  0.75
C1 4.29299 2.28608 3.74426  -0.66
C2 4.48404 2.56040 2.38208  -0.08
C3 3.38218 2.84503 1.58617  -0.03
C4 2.05626 2.68566 2.08501  -0.21
C5 0.89923 2.84941 1.21129  0.10
C6 0.00694 3.89834 1.51026  -0.05
C7 -0.12475 5.02760 0.69490  0.05
C8 -0.16873 6.36207 1.21055  -0.21
C9 -0.19703 7.45863 0.31030  0.00
C10 -0.10047 8.76482 0.75768  -0.07
C11 0.01682 9.01755 2.13517  -0.65
Cl2 0.15774 10.63078 2.68221  0.76
C12 -0.00178 7.96108 3.05737  -0.07
C13 -0.09022 6.64701 2.60852  0.01
C14 1.90086 2.49859 3.48170  0.00
C15 3.00676 2.31447 4.30444  -0.07
H1 5.49018 2.54265 1.96269  0.12
H2 3.52316 3.19242 0.55538  0.13
H3 0.95648 2.44529 0.19842  0.11
H4 -0.54000 3.86418 2.46368  0.13
H5 -0.07716 4.91350 -0.39522  0.14
H6 -0.29906 7.23875 -0.75289  0.13
H7 -0.11178 9.59397 0.05892  0.12
H8 0.06413 8.19867 4.11614  0.12
H9 -0.08927 5.82018 3.32337  0.12
H10 0.88756 2.47136 3.90205  0.13
H11 2.88694 2.17681 5.37481  0.12
C16 2.98005 -0.11350 0.10695  -0.05
C17 3.45309 -0.21050 -1.32746  -0.51
C18 4.81656 0.49731 -1.37410  -0.06
C19 3.70473 -1.66941 -1.72819  -0.03
C20 2.38991 0.51286 -2.19695  -0.08
C21 2.60503 1.85698 -2.52150  -0.05
C22 1.66572 2.57486 -3.24568  -0.08
C23 0.54422 1.93631 -3.75957  -0.03
C24 0.42181 0.54831 -3.65025  -0.06
C25 -0.44707 -0.23477 -4.68519  -0.51
C26 -1.62326 -0.90932 -3.98663  -0.06
C27 0.40240 -1.24354 -5.48800  -0.03
C28 -1.10788 0.67301 -5.72367  -0.08
C29 1.16469 -0.07051 -2.59429  -0.09
N1 0.62752 -1.19657 -1.87001  0.02
C30 0.64761 -2.54694 -2.42134  -0.12
C31 -0.26837 -3.32989 -1.54125  -0.09
N2 -0.65898 -2.40745 -0.47141  0.00
C32 -1.44733 -2.92104 0.63642  -0.07
C33 -0.78840 -3.58940 1.70577  -0.08
C34 0.72758 -3.97419 1.80391  -0.51
C35 1.17980 -3.95987 3.27256  -0.06
C36 1.68061 -3.03118 1.10379  -0.06
C37 0.91689 -5.40346 1.27031  -0.03
C38 -1.56918 -4.02151 2.78311  -0.03
C39 -2.93184 -3.79070 2.84125  -0.06
C40 -3.58337 -3.34011 1.70274  -0.03
C41 -2.87866 -2.88355 0.59032  -0.05
C42 -3.76511 -2.50032 -0.64064  -0.51
C43 -5.22430 -2.20057 -0.25746  -0.06
C44 -3.79356 -3.69175 -1.59899  -0.03
C45 -3.29552 -1.22831 -1.31578  -0.05
C46 -0.08926 -1.15365 -0.68057  -0.23
C47 -0.28946 0.04094 0.03078  -0.03
C48 -1.14840 0.14347 1.18987  -0.22
C49 -0.74849 -0.36631 2.46027  -0.02
C50 -1.67379 -0.48960 3.47620  0.02
C51 -2.99735 -0.06708 3.21310  -0.17
N3 -4.07401 -0.80433 3.76734  -0.31
O1 -5.18685 -0.70284 3.18227  0.04
O2 -3.87972 -1.56947 4.73284  0.05
C52 -3.31483 0.74810 2.11197  0.00
C53 -2.38768 0.85584 1.09715  -0.04
H12 1.99275 -0.56169 0.21586  0.04
H13 3.68846 -0.58222 0.80108  0.11
H14 2.86175 0.93764 0.38367  0.05
H15 5.13988 0.68568 -2.40578  0.10
H16 4.80359 1.44192 -0.81449  0.06
H17 5.56651 -0.15233 -0.89986  0.09
H18 3.73844 -1.78859 -2.81767  0.10
H19 4.68420 -1.98783 -1.34063  0.09
H20 2.97745 -2.35490 -1.28209  0.05
H21 3.53286 2.34427 -2.19316  0.10
H22 1.83629 3.62715 -3.45272  0.10
H23 -0.21264 2.53937 -4.28988  0.11
H24 -2.30857 -0.13666 -3.60213  0.09
H25 -2.17837 -1.55864 -4.68443  0.11
H26 -1.30475 -1.53208 -3.15649  0.04
H27 0.84975 -0.73570 -6.35888  0.09
H28 1.22460 -1.68581 -4.91636  0.07
H29 -0.24253 -2.05206 -5.86955  0.10
H30 -0.36714 1.13380 -6.38545  0.09
H31 -1.78156 0.06553 -6.34597  0.10
H32 -1.71232 1.45515 -5.25282  0.08
H33 0.33830 -2.56418 -3.46994  0.10
H34 1.66851 -2.93333 -2.40119  0.10
H35 -1.14866 -3.65955 -2.10101  0.10
H36 0.20155 -4.23014 -1.13360  0.11
H37 0.82558 -4.84152 3.81278  0.08
H38 2.27390 -3.96948 3.32905  0.09
H39 0.83226 -3.05702 3.78787  0.09
H40 1.50585 -2.94627 0.03497  0.05
H41 1.64475 -2.03933 1.56099  0.07
H42 2.71010 -3.40221 1.21403  0.10
H43 0.38715 -5.56472 0.32622  0.07
H44 1.98377 -5.60617 1.10443  0.09
H45 0.54175 -6.12564 2.00840  0.09
H46 -1.12493 -4.53563 3.63303  0.11
H47 -3.50127 -4.01494 3.74556  0.12
H48 -4.67926 -3.36472 1.70529  0.11
H49 -5.28619 -1.39929 0.49218  0.08
H50 -5.77491 -1.88432 -1.15582  0.10
H51 -5.73165 -3.09052 0.12776  0.08
H52 -2.79331 -3.97539 -1.92869  0.05
H53 -4.24411 -4.56050 -1.10039  0.10
H54 -4.37699 -3.45239 -2.49517  0.09
H55 -2.22702 -1.25699 -1.49123  0.04
H56 -3.80431 -1.09504 -2.28043  0.09
H57 -3.47784 -0.35013 -0.68254  0.07
H58 -0.04493 0.94663 -0.51049  0.09
H59 0.29180 -0.67865 2.59801  0.11
H60 -1.45775 -0.99143 4.41569  0.12
H61 -4.30719 1.18668 2.04624  0.13
H62 -2.62292 1.43388 0.19350  0.12

---

Number 1: E_tot -112493.0639 eV. Number 2: E_tot -89564.4067 eV.